1.
Here is C35H34BiN3O2P as an isolated structure at a distorted geometry from the OMol25 dataset. Energies are from ωB97M-V/def2-TZVPD.

Calculated values
- Frontier orbital gap: 6.4 eV
- E_LUMO: -4.333 eV
- Energy relative to the best compared isomer or geometry (same formula, charge and spin): 21.6 kcal/mol
- Total charge: +1
- Electronic energy: -2224.522302 a.u.

Each line ends with the Löwdin charge.
Cartesian coordinates (Å):
Bi: 0.9724 0.3994 0.9692  1.75
C: 5.2398 4.3000 1.5628  -0.05
C: 5.9587 3.2076 1.0924  -0.06
C: 5.3548 1.9741 0.9958  -0.01
C: 4.0047 1.8261 1.3566  -0.29
C: 3.2986 2.9166 1.8745  -0.03
C: 3.9185 4.1466 1.9667  -0.06
N: 3.3323 0.6610 1.0684  -0.11
N: 3.9865 -0.3594 0.7215  0.11
C: 3.3093 -1.3950 0.1616  -0.33
C: 4.0528 -2.5243 -0.2101  0.01
C: 3.4428 -3.5463 -0.9084  -0.05
C: 2.1103 -3.4237 -1.2780  -0.03
C: 1.3644 -2.3158 -0.8808  -0.12
C: 1.9325 -1.3018 -0.1421  -0.30
H: 5.7161 5.2674 1.6133  0.11
H: 6.9828 3.3264 0.7731  0.11
H: 5.8891 1.1177 0.6139  0.11
H: 2.2737 2.7911 2.1874  0.08
H: 3.3634 4.9890 2.3473  0.11
H: 5.0978 -2.5589 0.0503  0.12
H: 4.0058 -4.4277 -1.1731  0.11
H: 1.6356 -4.1915 -1.8709  0.12
H: 0.3288 -2.2513 -1.1706  0.07
O: -1.2981 3.2971 0.4346  -0.05
N: -2.0999 2.1849 0.4111  -0.09
C: -3.3486 2.3668 0.5531  -0.09
C: -4.2251 1.2138 0.5516  -0.21
C: -5.6108 1.3837 0.5894  -0.02
C: -6.4561 0.2928 0.5275  -0.06
C: -5.9286 -0.9873 0.4709  -0.05
C: -4.5578 -1.1712 0.4730  -0.08
C: -3.6977 -0.0804 0.5004  -0.28
P: -1.8828 -0.4211 0.4406  1.03
C: -1.7634 -1.5886 1.8536  -0.41
C: -2.6264 -1.4894 2.9417  -0.08
C: -2.5258 -2.3803 3.9958  -0.06
C: -1.5642 -3.3776 3.9778  -0.07
C: -0.6721 -3.4564 2.9197  -0.07
C: -0.7543 -2.5513 1.8765  -0.15
C: -1.9801 -1.5529 -1.0061  -0.39
C: -2.0875 -2.9379 -0.9258  -0.12
C: -2.1737 -3.6910 -2.0822  -0.07
C: -2.1559 -3.0760 -3.3237  -0.07
C: -2.0843 -1.6944 -3.4079  -0.06
C: -2.0003 -0.9357 -2.2555  -0.10
H: -0.3956 2.9696 0.1878  0.02
H: -3.7894 3.3551 0.6612  0.14
H: -6.0204 2.3803 0.6635  0.12
H: -7.5261 0.4366 0.5152  0.11
H: -6.5787 -1.8472 0.4272  0.11
H: -4.1570 -2.1744 0.4510  0.11
H: -3.3835 -0.7189 2.9557  0.11
H: -3.2113 -2.3098 4.8268  0.11
H: -1.5025 -4.0888 4.7873  0.11
H: 0.0795 -4.2331 2.8960  0.11
H: -0.0517 -2.6214 1.0574  0.06
H: -2.1045 -3.4326 0.0339  0.10
H: -2.2712 -4.7640 -2.0115  0.11
H: -2.2188 -3.6697 -4.2224  0.11
H: -2.1093 -1.2098 -4.3732  0.11
H: -1.9686 0.1437 -2.3146  0.09
C: 1.6106 3.8388 -1.7202  -0.01
C: 1.3978 2.3212 -1.6005  -0.68
C: 2.6940 1.5823 -1.9259  -0.02
C: 0.3025 1.8677 -2.5688  -0.03
O: 0.9969 2.1087 -0.2525  -0.49
H: 1.9157 4.0864 -2.7322  0.09
H: 2.3862 4.1650 -1.0313  0.08
H: 0.6918 4.3680 -1.4847  0.09
H: 2.9430 1.7138 -2.9744  0.10
H: 2.5702 0.5169 -1.7374  0.06
H: 3.5150 1.9665 -1.3259  0.08
H: 0.5421 2.1888 -3.5780  0.10
H: -0.6508 2.3009 -2.2824  0.08
H: 0.2187 0.7845 -2.5621  0.07

2.
Here is C35H34Br3CrNO3S as an isolated structure from the OMol25 dataset. Energies are from ωB97M-V/def2-TZVPD.

Calculated values
- Multiplicity: 4
- Frontier orbital gap (spin up / spin down): 5.9 / 7.2 eV
- E_LUMO (spin up / spin down): -4.665 / -3.506 eV
- Total charge: +1
- Electronic energy: -10799.163100 a.u.

Each line ends with the Mulliken spin population.
Cartesian coordinates (Å):
Cr: -1.4803 0.4357 -0.4104  3.19
Br: -5.4892 3.2767 -1.3154  0.00
C: -5.2676 1.4292 -1.5439  -0.03
C: -6.3474 0.6542 -2.0276  0.01
C: -6.2236 -0.6933 -2.2177  -0.02
Br: -7.6950 -1.6820 -2.8528  0.00
C: -4.9920 -1.3549 -1.9394  0.00
C: -4.7226 -2.7287 -2.0979  0.01
C: -3.4804 -3.2244 -1.7878  0.00
C: -2.4895 -2.3541 -1.3156  0.03
N: -2.7161 -1.0628 -1.1660  0.06
C: -3.9422 -0.5577 -1.4639  0.01
C: -4.0663 0.8356 -1.2494  -0.01
O: -2.9864 1.4663 -0.7963  -0.07
H: -7.2828 1.1502 -2.2438  0.00
H: -5.5036 -3.3829 -2.4608  0.00
H: -3.2527 -4.2741 -1.8970  0.00
H: -1.5029 -2.7102 -1.0447  0.00
C: 1.6520 -3.7552 5.4208  0.00
C: 2.1164 -4.1012 3.9991  0.00
C: 3.6467 -4.1175 3.9850  0.00
C: 1.6015 -5.4987 3.6271  0.00
C: 1.5479 -3.1022 2.9912  0.00
C: 0.2317 -2.6639 3.1099  -0.01
C: -0.2935 -1.8268 2.1451  -0.02
Br: -2.0609 -1.1550 2.3448  0.02
C: 0.4579 -1.3886 1.0595  -0.09
O: -0.1333 -0.5655 0.1862  -0.22
C: 1.7964 -1.7742 0.9344  0.01
C: 2.2928 -2.6380 1.9090  0.00
C: 2.6658 -1.2464 -0.2067  0.00
C: 2.6981 0.2906 -0.1534  0.00
C: 2.1243 -1.7154 -1.5644  0.02
C: 4.1099 -1.7448 -0.1001  0.00
H: 2.1843 -4.3743 6.1436  0.00
H: 0.5877 -3.9437 5.5624  0.00
H: 1.8499 -2.7095 5.6606  0.00
H: 4.0088 -4.7767 4.7743  0.00
H: 4.0609 -3.1233 4.1617  0.00
H: 4.0460 -4.4956 3.0433  0.00
H: 1.9819 -6.2414 4.3306  0.00
H: 1.9264 -5.7805 2.6244  0.00
H: 0.5114 -5.5328 3.6551  0.00
H: -0.3855 -2.9580 3.9457  0.00
H: 3.3168 -2.9613 1.8242  0.00
H: 1.7177 0.7288 -0.3384  0.02
H: 3.3953 0.6667 -0.9065  0.00
H: 3.0454 0.6337 0.8224  0.00
H: 1.0995 -1.3874 -1.7363  0.00
H: 2.1493 -2.8041 -1.6348  0.00
H: 2.7486 -1.3156 -2.3656  0.00
H: 4.5839 -1.4340 0.8314  0.00
H: 4.6883 -1.3194 -0.9209  0.00
H: 4.1768 -2.8304 -0.1793  0.00
O: -0.5177 2.1595 -0.1370  0.05
S: -1.1126 3.5192 -0.5526  0.01
C: 0.1494 4.6570 -0.0634  0.01
C: 1.4943 4.3570 -0.2447  0.00
C: 2.4377 5.2779 0.1694  0.00
C: 2.0344 6.4781 0.7476  0.00
C: 0.6905 6.7608 0.9241  0.00
C: -0.2680 5.8380 0.5262  0.00
C: -0.9240 3.5338 -2.3246  -0.01
C: -1.6098 4.5081 -3.0334  0.00
C: -1.4863 4.5407 -4.4132  0.00
C: -0.6980 3.6007 -5.0636  0.00
C: -0.0253 2.6268 -4.3396  0.01
C: -0.1334 2.5878 -2.9568  0.02
H: 1.7915 3.4179 -0.6926  0.00
H: 3.4898 5.0646 0.0416  0.00
H: 2.7793 7.1933 1.0684  0.00
H: 0.3849 7.6906 1.3824  0.00
H: -1.3211 6.0359 0.6781  0.00
H: -2.2384 5.2248 -2.5199  0.00
H: -2.0141 5.2936 -4.9817  0.00
H: -0.6093 3.6267 -6.1409  0.00
H: 0.5905 1.8986 -4.8495  0.00
H: 0.4092 1.8475 -2.3792  0.00

3.
Here is C35H34BrIN6O4SeY as an isolated structure from the OMol25 dataset. Energies are from ωB97M-V/def2-TZVPD.

Calculated values
- Frontier orbital gap: 7.6 eV
- E_LUMO: -2.749 eV
- Energy relative to the best compared isomer or geometry (same formula, charge and spin): 9.8 kcal/mol
- Total charge: +1
- Electronic energy: -7295.049930 a.u.

Each line ends with the Löwdin charge.
Cartesian coordinates (Å):
Y: 0.1109 0.1459 -0.4494  1.06
O: 2.1657 3.0047 1.7396  0.00
C: 2.6615 2.4486 2.8900  -0.26
C: 3.5483 3.1498 3.6945  -0.02
C: 4.0175 2.5947 4.8752  -0.07
C: 3.6030 1.3292 5.2605  -0.08
C: 2.7268 0.6345 4.4414  -0.04
C: 2.2441 1.1660 3.2498  -0.12
C: 1.2873 0.3487 2.4147  -0.43
O: 1.5386 0.3249 1.0840  -0.34
N: -0.0725 0.9142 2.6544  0.03
N: -1.0378 0.5898 1.7502  -0.05
C: -2.2553 0.5513 2.1377  -0.17
C: -3.3964 0.3777 1.2363  -0.60
Br: -3.1563 0.8546 -0.5852  0.83
C: -4.6158 0.0020 1.6405  -0.09
C: -4.9813 -0.4809 2.9789  -0.23
C: -6.2467 -0.1689 3.4748  -0.03
C: -6.6332 -0.5968 4.7330  -0.07
C: -5.7676 -1.3614 5.5022  -0.07
C: -4.5204 -1.7084 5.0046  -0.07
C: -4.1285 -1.2747 3.7480  -0.05
H: 2.5232 3.8954 1.6619  0.10
H: 3.8632 4.1448 3.3992  0.12
H: 4.7038 3.1600 5.4907  0.11
H: 3.9601 0.8858 6.1788  0.11
H: 2.4128 -0.3641 4.7242  0.12
H: 1.3073 -0.6858 2.8197  0.14
H: -0.3518 0.8878 3.6307  0.14
H: -2.5056 0.6914 3.1887  0.14
H: -5.4263 0.0663 0.9240  0.11
H: -6.9259 0.4221 2.8733  0.12
H: -7.6128 -0.3391 5.1109  0.11
H: -6.0746 -1.7057 6.4804  0.11
H: -3.8567 -2.3320 5.5879  0.11
H: -3.1797 -1.6015 3.3427  0.11
C: -1.0416 -4.3151 0.1388  -0.02
C: -1.1840 -3.8234 -1.2642  -0.26
N: -1.3519 -4.7026 -2.2275  0.13
C: -1.4638 -4.2676 -3.4889  -0.09
C: -1.4193 -2.9407 -3.8547  -0.15
C: -1.4919 -2.5841 -5.3162  -0.20
O: -0.3642 -1.8220 -5.7478  -0.06
C: -1.2293 -1.9711 -2.8384  -0.08
C: -1.1513 -0.5745 -3.3189  -0.08
N: -0.5366 0.4296 -2.8026  -0.04
C: -0.4286 1.6165 -3.5903  -0.30
C: -0.3706 1.5221 -4.9809  -0.01
C: -0.2756 2.6572 -5.7682  -0.05
C: -0.2151 3.9076 -5.1797  -0.07
C: -0.2048 4.0154 -3.7979  -0.16
C: -0.2902 2.8795 -3.0015  -0.62
I: -0.0650 3.1977 -0.9549  1.12
C: -1.1270 -2.4268 -1.5139  -0.32
O: -1.0219 -1.6173 -0.4758  -0.28
H: -1.0651 -5.4011 0.1385  0.08
H: -1.8436 -3.9321 0.7722  0.08
H: -0.1041 -3.9673 0.5777  0.08
H: -1.5919 -5.0324 -4.2461  0.12
H: -2.3635 -1.9691 -5.5523  0.13
H: -1.5907 -3.5022 -5.9008  0.12
H: 0.4166 -2.3847 -5.7028  0.11
H: -1.6535 -0.4261 -4.2713  0.12
H: -0.3652 0.5442 -5.4440  0.10
H: -0.2357 2.5583 -6.8442  0.12
H: -0.1489 4.7993 -5.7871  0.11
H: -0.1161 4.9911 -3.3403  0.09
C: 4.1122 -1.4410 0.9767  -0.01
N: 4.2733 -0.3513 0.0282  -0.11
C: 5.1592 0.6842 0.2002  -0.02
C: 5.0248 1.5059 -0.8639  -0.02
N: 4.0552 0.9569 -1.6723  -0.12
C: 3.5776 1.5483 -2.9116  -0.02
C: 3.5967 -0.1827 -1.1179  -0.67
Se: 2.2488 -1.2757 -1.8357  0.72
H: 5.0528 -1.9855 1.0490  0.10
H: 3.3262 -2.0948 0.6102  0.06
H: 3.8339 -1.0277 1.9435  0.09
H: 5.7967 0.7390 1.0634  0.13
H: 5.5226 2.4215 -1.1254  0.13
H: 4.3971 2.1000 -3.3649  0.10
H: 2.7420 2.2207 -2.7102  0.08
H: 3.2463 0.7529 -3.5739  0.06

Question: electronic energy of number 2 (C35H34Br3CrNO3S)?
Answer: -10799.163100 a.u.